Model P:
The following is a DFT calculation (ωB97M-V with the def2-TZVPD basis set) of a single C2H3NS molecule.

Structure (XYZ):
```
7
C2H3NS | the Open Molecules 2025 dataset | ωB97M-V with the def2-TZVPD basis set
C 1.38965 0.36917 0.92795
S 2.44658 -0.81023 1.62311
H -0.51974 0.63991 0.11145
N 3.05360 -1.10541 0.27777
C 0.14704 -0.11789 0.34827
H -0.26236 -0.83749 0.97780
H 0.29145 -0.66777 -0.59070
```

As for the LUMO energy (alpha / beta): -0.87 / -0.88 eV. Its SMILES is CC#S#N.

Model Q:
The following is a DFT calculation (ωB97M-V with the def2-TZVPD basis set) of 2 unconnected molecules or ions with the total composition C2H3NS.

Structure (XYZ):
```
7
C2H3NS | the Open Molecules 2025 dataset | ωB97M-V with the def2-TZVPD basis set
H -0.48059 -0.14172 0.21694
H 2.47147 -0.14426 -0.10813
C 1.45102 -0.31029 -0.29888
N 0.51292 0.04162 0.41466
S -2.86292 1.04412 1.13119
C -2.31171 0.14265 0.04826
H 1.21980 -0.63213 -1.40403
```

As for the LUMO energy: -0.37 eV.

Unit: kJ/mol. Relative energies: model P 248.2; model Q 0.0.